Here is an isolated molecule of C4H5NS2 at a distorted geometry from the OMol25 dataset. Energies are from ωB97M-V/def2-TZVPD.

Each line ends with the Mulliken charge.
CARTESIAN COORDINATES (ANGSTROEM)
C 0.819577 -0.166747 -0.111153  0.029
C -1.328288 0.874487 -0.578294  -0.110
C -0.693418 1.531573 0.811406  -0.593
C 0.067202 0.993214 -0.394888  -0.159
H 0.207114 -1.828339 1.146112  0.291
H -1.771376 1.605616 -1.389605  0.336
H -0.784463 2.639969 1.416712  0.202
H -0.742811 0.885772 1.631400  0.304
H 0.470649 1.820511 -0.931777  0.434
N -0.097670 -1.101551 0.394986  -0.272
S 2.395120 -0.173293 -0.082423  -0.378
S -1.762986 -0.877196 -0.105088  -0.082

Forces on the atoms, in the same order (eV/Å):
-1.8 -2.1 1.7
-2.7 1.6 1.7
-1.4 2.7 -0.4
1.1 3.6 0.2
-0.9 1.8 -2.2
0.3 -2.3 1.8
0.5 -2.6 -3.1
-0.2 -1.4 0.7
0.9 0.0 -0.6
1.4 -1.3 0.7
2.4 -0.7 0.1
0.5 0.8 -0.6

Summary:
HOMO: -8.18 eV
Kohn-Sham gap: 0.312 Ha
energy relative to the best compared isomer or geometry (same formula, charge and spin): 360.7 kJ/mol
DFT total energy: -27385.977 eV
spin multiplicity: 1
LUMO level: 0.32 eV